{
  "formula": "C5H9FS",
  "method": "ωB97M-V/def2-TZVPD",
  "species": ["C", "C", "C", "S", "C", "C", "F", "H", "H", "H", "H", "H", "H", "H", "H", "H"],
  "coordinates": [[0.807, -1.991, 0.701], [0.724, -0.492, 0.762], [-0.470, 0.317, 0.476], [-1.048, 2.013, 1.156], [0.671, 0.281, -0.494], [0.329, -0.340, -1.980], [-0.082, -1.677, -1.720], [0.053, -2.276, -0.088], [0.665, -2.133, 1.771], [1.773, -2.689, 0.581], [1.554, -0.148, 1.626], [-1.192, -0.290, 0.170], [-0.013, 2.352, 2.013], [1.177, 1.379, -0.622], [-0.244, 0.528, -2.722], [1.364, -0.487, -2.526]],
  "forces_ev_per_a": [[-0.1, -1.7, 0.5], [5.8, 0.9, 1.9], [2.2, 3.3, 1.3], [1.0, -1.5, 0.2], [-0.1, 3.5, -3.5], [3.5, 1.9, 0.5], [-1.1, 1.8, -2.1], [0.7, -0.7, 2.2], [-1.2, -1.4, 0.0], [-1.5, 2.6, -0.5], [-2.4, -0.2, -2.5], [-3.8, -1.9, -0.9], [-0.6, -0.6, -0.7], [-0.9, -3.0, 0.4], [0.6, -3.2, 2.3], [-2.0, 0.3, 1.0]],
  "gap_ha": 0.363,
  "max_force_ev_per_a": 6.21,
  "e_above_lowest_kj_mol": 456.4,
  "total_energy_ha": -693.794442,
  "smiles": "C[C@@H]1[C@@H](S)[C@@H]1CF"
}

***

{
  "formula": "C5H9IN",
  "method": "ωB97M-V/def2-TZVPD",
  "species": ["C", "C", "C", "C", "C", "N", "I", "H", "H", "H", "H", "H", "H", "H", "H", "H"],
  "coordinates": [[-1.375, 1.802, 0.037], [-1.304, -1.532, -0.353], [0.115, 1.467, -0.009], [0.382, 0.352, -0.927], [0.752, -1.483, 0.864], [0.075, -1.119, -0.432], [-2.533, 0.093, 0.119], [-1.781, 2.510, 0.683], [0.586, 2.459, -0.394], [0.512, 1.391, 0.955], [-0.158, 0.450, -1.854], [1.491, 0.203, -1.305], [0.317, -2.366, 1.114], [1.874, -1.592, 0.825], [0.523, -0.744, 1.816], [0.525, -1.893, -1.140]],
  "forces_ev_per_a": [[1.1, -2.1, -0.3], [-1.2, -0.9, -0.4], [-1.3, 3.1, -1.3], [3.6, -2.9, -2.2], [1.7, 3.7, 2.3], [2.5, -0.2, -0.9], [-0.4, 0.4, 0.1], [-0.4, 1.5, 0.8], [-0.4, -1.8, 0.2], [0.7, -0.4, 1.6], [-0.5, 0.0, -0.2], [-2.0, 0.9, 1.2], [-1.0, -2.7, 0.9], [-1.2, 0.3, -0.5], [0.3, -1.5, -2.9], [-1.3, 2.7, 1.6]],
  "gap_ha": [0.329, 0.263],
  "max_force_ev_per_a": 5.08,
  "e_above_lowest_kj_mol": 718.0,
  "total_energy_ha": -547.815879,
  "charge": 1
}